[1]
# C55H75N3P2Rh

A structure of composition C55H75N3P2Rh (ωB97M-V/def2-TZVPD, the OMol25 dataset).

Structure (ORCA input):
```
! wB97M-V def2-TZVPD RIJCOSX def2/J DEFGRID3
* xyz 1 1
Rh -0.00213 0.29845 -0.40589
C -4.68273 1.59298 1.32380
C -3.54402 1.54055 0.29494
C -3.57286 2.86513 -0.46790
P -1.82656 1.10455 0.91226
C -2.11297 -0.06993 2.28883
C -2.94072 -1.21118 1.69856
C -2.63044 0.49534 3.61912
C -1.06213 2.60907 1.53316
C -1.68463 3.45183 2.45656
C -1.03568 4.55136 2.97622
C 0.26640 4.80450 2.56349
C 0.87706 4.01009 1.61516
C 0.21723 2.90949 1.04014
N 0.78594 2.09985 0.03046
C 1.70378 2.63161 -0.88234
C 1.81908 4.01199 -1.12555
C 2.80094 4.51592 -1.95310
C 3.69976 3.66956 -2.59284
C 3.52597 2.30776 -2.45403
C 2.52601 1.76920 -1.64162
P 2.05437 0.01921 -1.72318
C 3.50465 -1.02662 -1.16876
C 4.84977 -0.35454 -1.43575
C 3.55882 -2.43713 -1.75945
C 2.12640 -0.37904 -3.55250
C 1.23008 -1.56838 -3.92424
C 1.93660 0.79838 -4.51164
H -5.61696 1.62807 0.76047
H -4.64065 2.50355 1.92138
H -4.74146 0.74570 1.99455
H -3.76885 0.73162 -0.40771
H -3.12779 3.67393 0.11265
H -4.61135 3.13168 -0.66846
H -3.06529 2.80136 -1.41918
H -1.11872 -0.46225 2.47910
H -3.95744 -0.90896 1.47766
H -2.99451 -2.05255 2.38163
H -2.48652 -1.56634 0.77429
H -3.29085 1.34760 3.52104
H -1.79352 0.79851 4.24787
H -3.19240 -0.27331 4.15418
H -2.69642 3.24442 2.77020
H -1.52927 5.19779 3.68689
H 0.81274 5.64192 2.97690
H 1.87523 4.26692 1.30601
H 1.11643 4.69259 -0.66980
H 2.86206 5.58511 -2.10562
H 4.48220 4.06304 -3.22504
H 4.16165 1.64292 -3.02091
H 3.37127 -1.13053 -0.09680
H 5.05663 -0.28615 -2.50572
H 5.63691 -0.97102 -0.99909
H 4.92201 0.64081 -1.00602
H 3.81990 -2.42699 -2.81769
H 2.64169 -2.99745 -1.63104
H 4.34562 -2.98651 -1.24114
H 3.15984 -0.71649 -3.66435
H 0.17758 -1.29050 -3.93932
H 1.34737 -2.40896 -3.24524
H 1.49109 -1.91551 -4.92489
H 1.30372 1.57863 -4.10469
H 1.49438 0.44111 -5.44025
H 2.88598 1.26557 -4.76042
C -4.69342 -3.40225 -0.16528
C -3.46271 -3.15583 -1.04517
C -3.38095 -4.28589 -2.07921
C -3.48591 -1.79974 -1.74836
C -4.71749 -1.42833 -2.27934
C -4.90122 -0.22682 -2.93380
C -3.80688 0.57872 -3.17082
C -2.53305 0.23346 -2.73241
C -1.37319 1.00311 -3.35319
C -1.20812 2.47326 -2.95848
C -1.53508 0.91876 -4.87914
C -2.38600 -0.92268 -1.93655
N -1.13471 -1.18923 -1.26548
C -0.67524 -2.40413 -1.28066
C 0.33556 -2.95446 -0.43232
C 0.57925 -4.33316 -0.67184
C 1.51610 -5.05118 0.01309
C 2.27775 -4.36612 0.97248
C 2.04664 -3.04853 1.25074
C 1.04271 -2.27515 0.60453
N 0.87845 -0.97457 0.98621
C 1.24912 -0.53899 2.33092
C 0.65526 -1.09501 3.50514
C 0.78797 -0.40631 4.71185
C 1.47574 0.78097 4.81601
C 2.20761 1.20954 3.72710
C 2.18212 0.52035 2.52448
C 3.35657 0.75585 1.59523
C 3.98731 2.14116 1.64407
C 4.45338 -0.23828 2.01914
C -0.08238 -2.42493 3.63804
C -1.28651 -2.35743 4.59235
C 0.85117 -3.48233 4.25665
H -4.51608 -4.26108 0.48191
H -5.57304 -3.63015 -0.76662
H -4.93030 -2.54749 0.45828
H -2.58402 -3.22380 -0.40233
H -4.24685 -4.25265 -2.74155
H -3.37404 -5.25669 -1.58329
H -2.49334 -4.21714 -2.70885
H -5.55935 -2.09460 -2.15652
H -5.87898 0.05479 -3.29977
H -3.93626 1.48601 -3.74609
H -0.44645 0.48661 -3.08031
H -2.06345 3.06774 -3.28323
H -0.32743 2.88538 -3.45054
H -1.07289 2.61830 -1.88455
H -2.44909 1.42317 -5.18848
H -1.59384 -0.11355 -5.22478
H -0.71268 1.41156 -5.38869
H -1.11538 -3.10538 -1.98508
H -0.01623 -4.82133 -1.43402
H 1.67752 -6.09914 -0.18962
H 3.06226 -4.88581 1.50821
H 2.63699 -2.54903 2.00199
H 0.30921 -0.81047 5.59210
H 1.49941 1.32484 5.75033
H 2.86980 2.05569 3.83488
H 3.04225 0.57083 0.57192
H 4.51117 2.30767 2.58543
H 3.25912 2.92940 1.51598
H 4.72426 2.23394 0.84475
H 4.68971 -0.08119 3.07277
H 5.36515 -0.07718 1.44899
H 4.16039 -1.27656 1.90296
H -0.42757 -2.75757 2.65666
H -0.95966 -2.41346 5.63060
H -1.94075 -3.21306 4.42160
H -1.86476 -1.44453 4.48624
H 1.23051 -3.10825 5.20851
H 1.69969 -3.74354 3.63902
H 0.29004 -4.39595 4.45711
*
```

DFT total energy: -3098.1626 a.u.
E_LUMO (spin up / spin down): -0.1368 / -0.1369 hartree
Kohn-Sham gap (spin up / spin down): 5.9 / 5.9 eV

These are the Löwdin partial charges, in e, on atoms 1 to 4: atom 1 (Rh): 0.894, atom 2 (C): -0.092, atom 3 (C): -0.466, atom 4 (C): -0.090

[2]
# C5H6BrFN2O3

The molecule C5H6BrFN2O3 (ωB97M-V/def2-TZVPD, the OMol25 dataset).

Structure (ORCA input):
```
! wB97M-V def2-TZVPD RIJCOSX def2/J DEFGRID3
* xyz 0 1
C 1.53889 -0.20658 1.49945
C 1.66704 2.06895 0.37846
C 0.41062 0.40382 -0.74928
C 2.35320 -0.91169 0.62898
C -1.40715 -0.87389 0.02758
N 2.00361 1.23996 1.39064
N 1.11759 1.54021 -0.80320
O 0.66464 -0.49767 2.23328
O 1.82297 3.25862 0.44882
O -0.54484 0.25610 0.13804
F 2.09352 -2.26448 0.46315
Br 3.69118 -0.28432 -0.42084
H 0.58321 -0.27575 -1.57082
H -0.77228 -1.65546 -0.07357
H -1.99629 -0.85912 -0.95979
H -1.89454 -0.78666 0.94473
H 2.15640 1.76651 2.29228
H 1.44044 1.89779 -1.63679
*
```

DFT total energy: -3203.1267 a.u.
E_LUMO (spin up / spin down): -0.0293 / -0.0292 hartree
Kohn-Sham gap (spin up / spin down): 7.0 / 7.0 eV
energy above the lowest of the compared OMol25 structures with the same formula, charge and spin: 5.2 kcal/mol

These are the Löwdin partial charges, in e, on atoms 1 to 4: atom 1 (C): -0.587, atom 2 (C): -0.589, atom 3 (C): -0.128, atom 4 (C): -0.716

[3]
# C3H4EuO3

A structure of composition C3H4EuO3 (ωB97M-V/def2-TZVPD, the OMol25 dataset).

Structure (ORCA input):
```
! wB97M-V def2-TZVPD RIJCOSX def2/J DEFGRID3
* xyz 3 9
O 1.56851 0.78906 0.17911
Eu -0.61056 -3.17593 -0.15052
O -0.17878 -0.57353 0.22997
C 0.31349 0.50994 0.32840
O -0.39117 1.67189 0.12459
C 0.44130 2.67653 -0.00355
C 0.10194 3.77772 -0.89757
H 1.02752 2.98858 0.88682
H -0.24432 4.63077 -0.29689
H 1.07757 4.09812 -1.32190
H -0.58325 3.42437 -1.67999
*
```

expectation value of S²: 20.013
DFT total energy: -1051.4385 a.u.
E_LUMO (spin up / spin down): -0.5036 / -0.6080 hartree
Kohn-Sham gap (spin up / spin down): 10.2 / 8.6 eV

These are the Löwdin partial charges, in e, on atoms 1 to 4: atom 1 (O): 0.386, atom 2 (Eu): 1.983, atom 3 (O): 0.065, atom 4 (C): -0.526

[4]
# C3H18NO4

A cluster of 5 separate species, C3H18NO4 in total (ωB97M-V/def2-TZVPD, the OMol25 dataset).

Structure (ORCA input):
```
! wB97M-V def2-TZVPD RIJCOSX def2/J DEFGRID3
* xyz 1 1
C -0.39041 0.00390 2.48154
C 0.52109 0.10325 1.29594
C 1.78438 -0.72333 1.29645
N -0.27471 -0.29957 0.03522
H -0.25281 0.75814 3.25763
H -1.43355 0.16852 2.20981
H -0.26238 -0.96062 2.98096
H 0.78631 1.15545 1.22277
H 1.81728 -1.76278 0.99025
H 2.25451 -0.60583 2.27847
H 2.53824 -0.26241 0.64030
H -0.29498 0.42995 -0.67824
H 0.24905 -1.07527 -0.39672
H -1.14558 -0.78789 0.28379
H 2.03678 0.98027 -2.56398
H 0.89356 1.39199 -3.40635
O 1.07756 0.91757 -2.60053
H -3.80228 -0.49344 0.02519
H -3.44373 -1.40542 -1.02263
O -3.01752 -0.97312 -0.24669
H 0.92832 -1.06258 -2.87310
H 0.76205 -2.60985 -2.44395
O 0.54792 -1.67506 -2.22031
H -1.19911 3.05120 0.34230
H -0.15059 3.16571 -0.76457
O -0.52939 2.57122 -0.12358
*
```

DFT total energy: -480.5952 a.u.
E_LUMO: -0.0994 hartree
Kohn-Sham gap: 12.3 eV
energy above the lowest of the compared OMol25 structures with the same formula, charge and spin: 18.0 kcal/mol

These are the Löwdin partial charges, in e, on atoms 1 to 4: atom 1 (C): -0.047, atom 2 (C): -0.379, atom 3 (C): -0.050, atom 4 (N): 0.191